Entry from OMol25: C2H5N3O2S in the gas phase in a non-equilibrium geometry (wB97M-V/def2-TZVPD).

```
13
Properties=species:S:1:pos:R:3:forces:R:3
N 2.992 -1.022 -0.435 -4.33 -3.39 -2.34
C 1.920 -0.223 0.118 1.14 0.64 2.35
O 1.736 -0.152 1.334 0.04 -0.51 -2.21
N 1.191 0.576 -0.776 1.07 0.95 -1.27
O 0.375 1.459 -0.055 1.02 0.49 -0.45
C -0.855 0.991 0.139 -1.28 2.48 2.37
N -1.255 -0.098 -0.258 -1.61 -2.57 -0.83
S -2.922 -0.552 0.013 0.67 0.91 0.14
H 2.374 -1.780 -1.189 2.47 3.13 2.18
H 3.092 -1.740 0.300 0.60 0.71 -0.02
H 1.709 1.202 -1.471 -0.68 -1.65 1.37
H -1.373 1.763 0.819 0.44 -1.15 -1.17
H -2.822 -1.872 -0.159 0.45 -0.04 -0.11
```
Forces are in eV/Å.

Computed properties:
- Lowest unoccupied orbital energy: 0.60 eV
- Energy above the lowest of the compared OMol25 structures with the same formula, charge and spin: 3.447 eV
- HOMO energy: -8.93 eV
- Max |F|: 6.0 eV Å⁻¹
- Kohn-Sham gap: 0.35005 Eh